Record 1
Computed, not measured: a gas-phase ion, C3H8BrFN3 (charge +1) in a non-equilibrium geometry, with ωB97M-V/def2-TZVPD.

Values from the calculation:
- HOMO-LUMO gap (eV) = 10.295
- SMILES string = NN[C@H](CF)/[NH+]=C/Br
- total energy (eV) = -80461.467
- LUMO (eV) = -4.6

Geometry as ORCA input:
```
! wB97M-V def2-TZVPD RIJCOSX def2/J DEFGRID3
* xyz 1 1
N 0.5487 1.7266 -0.2545
N 0.8963 0.6420 0.6090
C -0.2330 -0.2861 0.5823
C 0.1202 -1.6569 1.2891
F -0.6848 -2.6752 0.7119
N -0.4163 -0.5875 -0.8514
C -0.6381 0.5288 -1.5481
Br -0.0897 0.5908 -3.2809
H 1.3883 2.3235 -0.4875
H -0.0988 2.3344 0.0903
H 1.1205 1.0928 1.5162
H -1.1798 0.1205 0.9053
H -0.2891 -1.7181 2.3219
H 1.2183 -1.9233 1.1323
H -0.0696 -1.4904 -1.2216
H -1.5930 0.9781 -1.5144
*
```

***

Record 2
Computed, not measured: a molecular structure, C15H27N5O9PS2Ti in a non-equilibrium geometry, with ωB97M-V/def2-TZVPD.

Values from the calculation:
- HOMO-LUMO gap (spin up / spin down) (eV) = 4.045 / 6.191
- <S²> = 2.022
- total energy (eV) = -95949.115
- LUMO (spin up / spin down) (eV) = 2.1 / 2.1

Geometry as ORCA input:
```
! wB97M-V def2-TZVPD RIJCOSX def2/J DEFGRID3
* xyz -1 3
Ti 0.1130 -0.0666 0.2387
C -3.3171 -2.8135 0.5721
O -2.8251 -2.5231 -0.7271
C -1.6821 -1.7873 -0.7120
O -1.0249 -1.5480 0.3191
N -1.3491 -1.2648 -1.9603
N -0.6599 -0.0257 -1.8740
H -4.2691 -3.3181 0.4238
H -3.4525 -1.8815 1.1302
H -2.6144 -3.4596 1.1046
H -2.1480 -1.2826 -2.5967
H -1.2918 0.7917 -1.8743
H 0.0385 0.0330 -2.6195
O 5.1818 1.0802 -2.5817
C 4.1716 0.8382 -1.9414
C 3.6023 -0.5531 -1.6779
O 4.1397 -1.6216 -1.9956
C 2.3746 -0.3057 -0.9799
C 2.1763 1.0891 -0.7696
O 1.0534 1.4185 -0.1405
C 3.2671 1.8607 -1.2724
O 3.4841 3.0827 -1.1831
O 1.4604 -1.1031 -0.4649
C -0.6540 2.6477 3.4296
N 0.6639 2.5499 2.8143
C 0.7918 3.4822 1.7024
P 1.1739 0.9501 2.7759
O 0.2947 -0.0992 2.1677
N 1.2328 0.4980 4.4037
C 0.2251 -0.3479 5.0010
C 1.9824 1.2871 5.3484
N 2.7311 0.9199 2.2242
C 3.6969 1.9794 2.4158
C 3.3062 -0.3870 1.9615
H -1.4616 2.3067 2.7722
H -0.8313 3.6907 3.6889
H -0.6863 2.0543 4.3400
H 0.0103 3.3253 0.9509
H 1.7509 3.3740 1.2038
H 0.6949 4.4938 2.1131
H -0.3706 -0.7864 4.2043
H -0.4331 0.2192 5.6730
H 0.7036 -1.1461 5.5765
H 2.6573 1.9492 4.8181
H 2.5740 0.6343 5.9968
H 1.3323 1.8993 5.9836
H 3.2087 2.8486 2.8486
H 4.1404 2.2613 1.4563
H 4.4936 1.6451 3.0921
H 2.5047 -1.0999 1.7357
H 3.8854 -0.7511 2.8216
H 3.9674 -0.3277 1.0923
C -2.5587 4.5993 -0.7165
O -2.2251 3.2349 -0.5645
C -2.7506 2.5822 0.5005
S -3.7511 3.3305 1.5838
S -2.3093 0.9394 0.5677
H -2.2663 4.8777 -1.7263
H -2.0171 5.2068 0.0135
H -3.6316 4.7516 -0.5632
*
```

***

Record 3
Computed, not measured: a molecular structure, C21H14F4N5O4PdSe2, with ωB97M-V/def2-TZVPD.

Values from the calculation:
- HOMO-LUMO gap (spin up / spin down) (eV) = 7.142 / 5.626
- <S²> = 2.047
- total energy (eV) = -182688.040
- LUMO (spin up / spin down) (eV) = 1.9 / -0.3

Geometry as ORCA input:
```
! wB97M-V def2-TZVPD RIJCOSX def2/J DEFGRID3
* xyz -1 3
Pd 0.0013 0.2542 0.1005
O -0.0513 4.9763 3.6449
C 0.2899 4.8467 2.2691
C -0.6478 3.8452 1.5792
C -2.0245 4.4719 1.3122
O -2.5751 5.1897 2.4035
C -0.7347 2.5862 2.4549
Se -1.6695 1.0868 1.5967
C 0.0205 3.4874 0.2433
Se -0.9977 2.1958 -0.8229
H 0.6616 5.4428 4.0902
H 1.3149 4.4688 2.1814
H 0.2313 5.8125 1.7537
H -2.7146 3.7005 0.9623
H -1.9204 5.2065 0.5085
H -2.4314 4.6930 3.2150
H -1.2598 2.7885 3.3878
H 0.2645 2.2474 2.7127
H 1.0014 3.0384 0.4010
H 0.1506 4.3825 -0.3680
F 2.1550 0.9960 2.4495
C 3.4873 0.9202 2.4106
C 4.1801 1.9456 2.9720
F 3.4706 2.9537 3.4973
C 5.5964 2.0081 2.9961
C 6.2175 0.8966 2.3709
C 5.5172 -0.1317 1.8110
F 6.2130 -1.1398 1.2743
C 4.1051 -0.1893 1.7909
C 3.3788 -1.2446 1.1748
C 1.9829 -1.3327 1.2606
N 0.8207 -1.3801 1.2879
C 3.9678 -2.1630 0.2662
N 4.3810 -2.9079 -0.5114
F 7.5513 0.8300 2.3424
C 6.3107 3.0660 3.5918
C 7.7279 3.1690 3.5738
N 8.8702 3.3198 3.6064
C 5.6828 4.1383 4.2824
N 5.2251 5.0123 4.8791
O 2.7138 1.5796 -0.6216
C 2.4803 0.6487 -1.3802
C 3.4192 0.1481 -2.4715
C 2.6825 -1.0443 -3.0703
C 1.3482 -1.0768 -2.3293
O 0.4445 -1.8570 -2.5409
N 1.3400 -0.0948 -1.3714
H 4.3783 -0.1069 -2.0206
H 3.5904 0.9597 -3.1795
H 3.1902 -1.9924 -2.8911
H 2.4933 -0.9654 -4.1403
*
```

***

Record 4
Computed, not measured: 10 unconnected molecules or ions with the total composition C18H48N19O16PS in a non-equilibrium geometry, with ωB97M-V/def2-TZVPD.

Values from the calculation:
- HOMO-LUMO gap (eV) = 7.993
- SMILES string = O=C(OCOc1ccccc1)N(C[SH](=O)=O)P(O)O.NC(N)=O.NC(N)=O.NC(N)=O.NC(N)=O.NC(N)=O.NC(N)=O.NC(N)=O.NC(N)=O.NC(N)=O
- total energy (eV) = -100636.358
- LUMO (eV) = 0.0

Geometry as ORCA input:
```
! wB97M-V def2-TZVPD RIJCOSX def2/J DEFGRID3
* xyz 0 1
O -2.4833 0.5086 1.1996
C -2.0090 1.0244 0.0311
O -0.5974 1.4360 0.0429
C 0.0712 1.2015 -1.2454
O 0.6965 -0.1589 -1.3516
C 0.0342 -0.7360 -2.5558
C 0.4391 -0.2977 -4.1181
C -0.3770 -0.9481 -5.3880
C -1.5934 -2.0373 -5.0272
C -1.9688 -2.5110 -3.5033
C -1.1483 -1.8574 -2.2434
N -2.9573 1.0613 -1.1449
C -4.3753 0.6365 -0.7550
S -4.6266 -1.2166 -0.6563
O -5.4544 -1.4722 0.6634
O -5.5572 -1.7154 -1.8149
P -3.1545 2.6892 -1.8405
O -3.4565 2.6618 -3.5589
O -1.8750 3.7832 -1.3998
H 0.9999 1.9513 -1.2748
H -0.5674 1.4522 -2.1932
H 1.3075 0.5069 -4.2717
H -0.1416 -0.6398 -6.4925
H -2.2096 -2.4843 -5.9161
H -2.8302 -3.2846 -3.2267
H -1.3656 -2.1525 -1.1318
H -5.0654 1.0182 -1.6516
H -4.7830 1.2258 0.1995
H -3.4469 -1.9634 -0.5120
H -3.9857 1.8139 -3.7660
H -1.3558 3.9194 -2.2691
N 3.7922 2.3691 -5.5402
C 3.3959 3.0780 -4.4678
N 4.2248 4.0799 -4.1230
O 2.3677 2.8322 -3.8573
H 4.6355 2.5564 -6.0559
H 3.1966 1.6057 -5.8334
H 3.9634 4.6384 -3.3210
H 5.0759 4.2977 -4.6133
N 0.4686 -4.4919 1.9591
C 0.4082 -4.2644 0.6347
N 1.1987 -5.0621 -0.1058
O -0.3060 -3.4041 0.1446
H 1.0506 -5.1956 2.3814
H -0.1111 -3.9130 2.5528
H 1.1831 -4.9239 -1.1079
H 1.7937 -5.7760 0.2795
N -3.5514 -1.0593 -9.6021
C -3.3412 -0.9838 -8.2756
N -4.2647 -0.2734 -7.6032
O -2.3898 -1.5166 -7.7266
H -4.3288 -0.6273 -10.0723
H -2.8793 -1.5850 -10.1457
H -4.1438 -0.1918 -6.6021
H -5.0549 0.1727 -8.0376
N 3.2789 -0.9539 0.4905
C 3.4891 -0.8784 1.8170
N 2.5656 -0.1681 2.4895
O 4.4404 -1.4113 2.3660
H 2.5014 -0.5219 0.0203
H 3.9510 -1.4796 -0.0531
H 2.6865 -0.0864 3.4906
H 1.7754 0.2781 2.0550
N -1.7092 -2.8389 6.3881
C -1.8123 -3.5391 5.2442
N -3.0747 -3.8136 4.8690
O -0.8395 -3.8963 4.5989
H -2.4985 -2.5359 6.9333
H -0.7762 -2.6112 6.7062
H -3.1968 -4.3391 4.0132
H -3.8885 -3.5281 5.3871
N 1.6968 -3.9173 -5.3703
C 2.6554 -3.2997 -6.0838
N 3.7429 -4.0529 -6.3279
O 2.5473 -2.1493 -6.4778
H 1.7676 -4.8639 -5.0371
H 0.8611 -3.3855 -5.1645
H 4.4885 -3.6259 -6.8620
H 3.8504 -5.0020 -6.0117
N 1.9916 1.4924 7.2881
C 1.8885 0.7922 6.1441
N 0.6261 0.5177 5.7689
O 2.8613 0.4350 5.4989
H 1.2022 1.7954 7.8333
H 2.9246 1.7201 7.6061
H 0.5040 -0.0078 4.9131
H -0.1877 0.8032 6.2870
N -2.0319 3.3683 7.8426
C -1.0940 3.8090 8.7003
N -1.3413 5.0237 9.2228
O -0.0994 3.1594 8.9817
H -2.8576 3.8887 7.5984
H -1.8843 2.4579 7.4267
H -0.6599 5.3926 9.8732
H -2.1545 5.5738 9.0032
N 2.6533 4.4475 5.1518
C 3.6120 5.0651 4.4383
N 4.6995 4.3119 4.1942
O 3.5038 6.2155 4.0443
H 2.7241 3.5009 5.4850
H 1.8177 4.9793 5.3576
H 5.4450 4.7389 3.6601
H 4.8070 3.3628 4.5103
*
```

***

Record 5
Computed, not measured: 2 unconnected molecules or ions with the total composition C25H23FO2 in a non-equilibrium geometry, with ωB97M-V/def2-TZVPD.

Values from the calculation:
- HOMO-LUMO gap (eV) = 8.946
- SMILES string = CCCCCc1cccc2c1C(=O)c1ccccc1C2=O.Fc1ccccc1
- total energy (eV) = -33110.982
- LUMO (eV) = -0.5

Geometry as ORCA input:
```
! wB97M-V def2-TZVPD RIJCOSX def2/J DEFGRID3
* xyz 0 1
C 4.0377 -1.8585 0.3538
C 3.4696 -1.0165 -0.7950
C 2.0430 -0.4587 -0.5645
C 1.7554 -0.0434 0.8625
C 0.3771 0.6130 1.0841
C -0.7916 0.1052 0.2747
C -1.5718 1.0500 -0.3925
C -2.6928 0.7194 -1.1461
C -3.0555 -0.6170 -1.2590
C -2.2876 -1.5834 -0.6296
C -1.1673 -1.2374 0.1448
C -0.4317 -2.3489 0.8058
O 0.0166 -2.2735 1.9179
C -0.3319 -3.5882 -0.0201
C 0.8088 -4.3818 -0.0285
C 0.8517 -5.5064 -0.8494
C -0.2543 -5.8320 -1.6308
C -1.4070 -5.0536 -1.6069
C -1.4418 -3.9186 -0.8032
C -2.6224 -3.0256 -0.7588
O -3.7462 -3.4377 -0.8296
H 3.2707 -2.3395 0.9514
H 4.6738 -2.6477 -0.0410
H 4.6637 -1.2609 1.0091
H 3.4402 -1.6459 -1.6793
H 4.1167 -0.1678 -1.0023
H 1.9034 0.3988 -1.2218
H 1.3422 -1.2101 -0.9271
H 2.4967 0.7115 1.1315
H 1.8831 -0.8505 1.5720
H 0.1392 0.5865 2.1447
H 0.4816 1.6663 0.8282
H -1.2875 2.0917 -0.3284
H -3.2753 1.4767 -1.6425
H -3.9222 -0.9280 -1.8239
H 1.6583 -4.1238 0.5827
H 1.7417 -6.1133 -0.8634
H -0.2169 -6.7022 -2.2686
H -2.2733 -5.3034 -2.1991
F -0.0608 4.5159 -1.1603
C -0.5470 5.1822 -0.0929
C 0.1568 5.1460 1.0941
C -0.3489 5.8289 2.1907
C -1.5433 6.5289 2.0886
C -2.2344 6.5485 0.8849
C -1.7354 5.8728 -0.2193
H 1.0835 4.5903 1.1530
H 0.1924 5.8138 3.1270
H -1.9349 7.0582 2.9468
H -3.1668 7.0906 0.8037
H -2.2555 5.8790 -1.1680
*
```

***

Record 6
Computed, not measured: CF3NOS in the gas phase in a non-equilibrium geometry, with ωB97M-V/def2-TZVPD.

Values from the calculation:
- HOMO-LUMO gap (eV) = 9.320
- total energy (eV) = -23559.192
- LUMO (eV) = -1.6

Geometry as ORCA input:
```
! wB97M-V def2-TZVPD RIJCOSX def2/J DEFGRID3
* xyz 0 1
C -0.7829 0.0197 -0.0369
N 2.7468 0.5897 0.7696
O 0.5112 -0.8868 -0.2669
F -1.6220 0.4386 -1.0787
F -1.4890 -0.6506 0.7168
F -0.2463 1.0455 0.6433
S 2.2729 -0.1754 -0.3758
*
```